{"formula": "C21H17ClN3O4Pt", "method": "wB97M-V/def2-TZVPD", "s2": 2.020, "multiplicity": 3, "e_homo_ev": [-1.949, -5.457], "charge": -1, "lumo_energy_ev": [2.6, 2.1], "gap_ev": [4.57, 7.55], "energy_ha": -1855.2343, "species": ["Pt", "O", "C", "N", "C", "O", "C", "C", "C", "C", "C", "N", "C", "C", "C", "C", "C", "N", "H", "H", "H", "H", "H", "H", "H", "H", "C", "O", "C", "O", "H", "H", "H", "Cl", "C", "C", "C", "C", "C", "C", "C", "H", "H", "H", "H", "H", "H"], "xyz": [[0.45008, -0.48236, -0.13454], [1.66445, -2.27873, -3.67965], [1.44128, -1.90774, -2.53567], [1.00502, -0.68761, -2.11292], [0.91397, 0.44978, -2.91197], [1.10399, 0.49835, -4.13163], [0.57439, 1.64283, -2.14144], [0.29768, 2.84128, -2.82126], [-0.02529, 3.97806, -2.13258], [-0.03615, 3.92251, -0.70884], [0.24663, 2.73343, -0.09054], [0.53518, 1.59562, -0.74541], [1.66543, -2.85972, -1.39603], [1.88748, -4.20642, -1.65631], [2.05820, -5.08787, -0.60975], [2.00971, -4.59464, 0.69242], [1.80179, -3.24500, 0.87590], [1.65764, -2.38946, -0.13394], [0.34245, 2.81114, -3.90163], [-0.26981, 4.89819, -2.64799], [-0.25904, 4.79420, -0.10878], [0.25105, 2.68374, 0.98953], [1.90038, -4.52108, -2.69078], [2.21950, -6.14283, -0.78926], [2.12627, -5.24789, 1.54591], [1.76040, -2.81835, 1.87096], [-2.24824, -0.45841, -1.77713], [-2.15210, -1.62170, -0.95454], [-1.10234, -1.83300, -0.12754], [-1.15513, -2.79446, 0.59587], [-3.29868, -0.36644, -2.04621], [-1.65412, -0.57173, -2.68206], [-1.93037, 0.43485, -1.23950], [1.75458, 1.84357, 3.57064], [0.04111, 1.83517, 3.23883], [-0.69871, 2.90723, 3.71813], [-2.05643, 2.97570, 3.46320], [-2.66088, 1.95843, 2.73477], [-1.91107, 0.89617, 2.27152], [-0.53034, 0.79789, 2.49411], [0.22213, -0.35375, 1.94456], [-0.20112, 3.68422, 4.28324], [-2.63348, 3.81537, 3.82861], [-3.72121, 2.00069, 2.51739], [-2.38082, 0.10607, 1.69622], [-0.25862, -1.27881, 2.27162], [1.25312, -0.35648, 2.30445]], "forces_ev_per_a": [[0.09, 0.34, 0.00], [0.08, -0.21, 0.15], [-0.16, 0.88, -0.48], [0.05, -0.73, 0.12], [-0.12, 0.80, -0.21], [-0.09, -0.21, 0.14], [0.20, -0.44, -0.27], [-0.04, 0.38, 0.05], [0.05, -0.21, -0.17], [0.05, 0.00, 0.21], [-0.01, 0.21, 0.07], [-0.24, -0.42, 0.05], [0.26, -0.42, 0.57], [-0.05, 0.07, -0.26], [0.00, 0.13, 0.35], [0.07, -0.19, -0.27], [0.12, 0.18, 0.23], [-0.30, -0.24, -0.40], [0.00, -0.02, 0.00], [0.03, -0.01, -0.04], [0.00, -0.03, 0.02], [-0.04, -0.07, -0.05], [0.00, 0.04, 0.00], [-0.02, -0.01, -0.04], [0.00, 0.03, 0.02], [-0.08, 0.02, -0.03], [0.15, 0.06, 0.03], [-0.24, -0.08, -0.05], [0.19, 0.33, 0.32], [-0.01, -0.12, -0.11], [-0.01, -0.05, 0.04], [0.08, 0.01, 0.01], [0.02, 0.02, -0.01], [0.11, 0.01, 0.03], [-0.18, -0.16, -0.09], [-0.03, 0.05, 0.03], [0.04, 0.01, 0.02], [-0.09, -0.01, -0.03], [0.09, -0.02, -0.01], [-0.04, 0.20, 0.20], [0.07, -0.15, -0.22], [0.02, -0.01, -0.01], [0.00, 0.00, -0.01], [0.00, 0.00, 0.02], [-0.01, 0.02, -0.02], [0.01, 0.01, -0.02], [-0.03, 0.02, 0.13]]}


{"formula": "C12H36B6F24N3O3", "method": "wB97M-V/def2-TZVPD", "e_homo_ev": -4.137, "charge": -3, "lumo_energy_ev": 1.3, "gap_ev": 5.42, "energy_ha": -3415.9405, "species": ["C", "C", "C", "O", "C", "N", "H", "H", "H", "H", "H", "H", "H", "H", "H", "H", "H", "H", "C", "C", "C", "O", "C", "N", "H", "H", "H", "H", "H", "H", "H", "H", "H", "H", "H", "H", "C", "C", "C", "O", "C", "N", "H", "H", "H", "H", "H", "H", "H", "H", "H", "H", "H", "H", "B", "F", "F", "F", "F", "B", "F", "F", "F", "F", "B", "F", "F", "F", "F", "B", "F", "F", "F", "F", "B", "F", "F", "F", "F", "B", "F", "F", "F", "F"], "xyz": [[2.36501, 3.06119, -3.63566], [1.73525, 4.28994, -2.92472], [2.76403, 4.93677, -1.99209], [2.06195, 5.64616, -0.92405], [2.97645, 6.42233, -0.13523], [1.38702, 5.25779, -4.13225], [1.10761, 4.77873, -4.97636], [0.63103, 5.87313, -3.86781], [2.13443, 5.85822, -4.44999], [2.49613, 2.34878, -2.82117], [3.24382, 3.29543, -4.23642], [1.70633, 2.47938, -4.28044], [0.77398, 4.15601, -2.42861], [3.44244, 5.47856, -2.65112], [3.41501, 4.19614, -1.52754], [2.42430, 6.98519, 0.61738], [3.63888, 7.10835, -0.66312], [3.64565, 5.88917, 0.54006], [-4.32142, 2.30609, 0.19557], [-3.66324, 1.55147, 1.37143], [-4.01501, 2.08491, 2.78872], [-5.43203, 2.35600, 2.92092], [-5.86248, 2.05170, 4.19550], [-4.29416, 0.21349, 1.31828], [-5.27780, 0.36617, 1.48928], [-4.14775, -0.29127, 0.45580], [-3.93858, -0.42650, 2.01405], [-4.01084, 2.04476, -0.81604], [-3.99174, 3.33920, 0.30555], [-5.40940, 2.36930, 0.17508], [-2.59474, 1.37717, 1.24482], [-3.37709, 2.94828, 2.97784], [-3.57656, 1.41187, 3.52553], [-6.82957, 1.55128, 4.14624], [-6.11829, 2.97705, 4.71164], [-5.21853, 1.36976, 4.75081], [2.32822, -4.56645, -0.20629], [1.29089, -3.42610, -0.00929], [1.82252, -2.05945, 0.56836], [0.89642, -1.04252, 0.24160], [1.49546, 0.18047, 0.49785], [0.68688, -3.15436, -1.38759], [-0.04046, -2.45398, -1.36450], [1.35714, -2.79000, -2.04947], [0.26872, -3.99112, -1.76846], [1.97509, -5.38055, -0.83926], [2.69447, -4.98643, 0.73049], [3.24705, -4.21907, -0.67870], [0.39471, -3.68040, 0.55666], [2.75698, -1.89336, 0.03236], [1.96356, -2.08961, 1.64878], [0.88130, 1.04101, 0.23258], [2.44703, 0.27520, -0.02525], [1.60339, 0.21677, 1.58188], [-4.14134, -3.01990, -2.23174], [-3.73541, -1.71833, -2.56804], [-3.78632, -3.86739, -3.19222], [-3.65655, -3.43851, -1.01278], [-5.53417, -3.03844, -2.09159], [6.91413, -2.13540, 1.16263], [6.37063, -1.96276, -0.06694], [8.16415, -2.68622, 1.11192], [7.00332, -0.92965, 1.72036], [6.01706, -2.89825, 1.88696], [3.04747, -3.40219, -5.65441], [2.01356, -3.82889, -6.38006], [3.15024, -4.18271, -4.52276], [4.20925, -3.50091, -6.40833], [2.86118, -2.06975, -5.21794], [0.53864, 4.89192, 5.73367], [-0.42127, 4.03256, 6.30903], [-0.11384, 5.90113, 5.06663], [1.35369, 5.41873, 6.74200], [1.15900, 4.20684, 4.70974], [-2.66640, -2.57291, 4.90641], [-1.84747, -2.26327, 3.84317], [-2.45156, -1.67013, 5.89791], [-3.90277, -2.35950, 4.45360], [-2.42473, -3.85295, 5.38069], [-1.22587, -8.51741, -2.11514], [-2.37186, -8.91885, -1.54578], [-0.96437, -9.28931, -3.22588], [-1.27227, -7.21933, -2.50412], [-0.22546, -8.74997, -1.23103]], "forces_ev_per_a": [[-1.27, -0.32, 1.05], [1.05, -0.41, -1.58], [-1.20, -0.04, 0.99], [1.73, 0.23, -1.63], [0.04, 0.36, 1.32], [-0.23, 0.36, 0.78], [-0.34, -0.76, -0.06], [-0.37, 0.32, 0.14], [0.73, 0.18, 0.36], [0.93, -0.08, -0.15], [0.28, 0.02, 0.56], [-0.47, 0.48, -0.21], [0.17, -0.37, -0.05], [0.13, 0.99, 0.30], [-0.24, -0.42, -0.07], [-0.54, 0.15, -0.51], [-0.37, 0.04, -0.69], [0.01, -1.07, -0.43], [0.88, 1.49, 0.20], [-1.48, 0.00, -0.22], [0.82, 0.81, -1.02], [2.52, -0.92, -1.55], [-1.88, -0.13, 1.44], [0.17, -0.95, 0.24], [-0.57, -0.31, 0.00], [-0.16, -0.14, -0.87], [0.23, -0.44, 0.89], [0.26, -0.64, 0.23], [-0.05, 0.22, -0.02], [0.00, -0.43, 0.54], [-0.02, 0.42, 0.12], [-0.40, 0.67, -0.21], [-0.68, -0.62, 0.15], [-0.13, -0.28, -0.30], [0.61, 0.05, 0.50], [0.21, 0.37, 0.10], [0.20, 0.57, 0.36], [-0.15, 0.33, 0.04], [-0.24, -1.58, -1.28], [-0.61, -0.68, -1.01], [0.10, 0.79, 0.93], [0.20, 0.42, 0.30], [-0.45, 0.31, 0.43], [0.68, -0.21, -0.45], [-0.10, -0.65, -0.26], [-0.42, 0.04, 0.19], [-0.46, 0.08, 0.16], [-0.10, 0.47, -0.19], [0.25, -0.52, 0.21], [0.41, 0.32, 0.31], [0.20, -0.31, -0.03], [-0.44, -0.29, -0.28], [0.27, 0.00, 0.14], [0.63, 0.51, 0.13], [-1.24, -0.02, 0.69], [0.46, 1.14, 0.26], [0.92, -1.37, -1.97], [1.14, 0.34, 1.30], [-1.27, 0.55, -0.07], [-0.62, -0.82, 0.06], [-0.70, -0.02, -2.76], [1.49, -1.13, -0.17], [0.43, 3.35, 1.84], [-0.64, -1.27, 1.02], [1.09, 0.34, 0.88], [-2.24, -0.45, -1.61], [0.25, -0.70, 1.32], [0.95, 0.23, -0.49], [-0.15, 0.90, 0.00], [-0.89, -0.61, 0.22], [-0.12, -0.11, 0.40], [-1.05, 1.94, -0.32], [0.45, -0.10, -0.11], [1.54, -0.93, -0.34], [1.57, -0.37, 0.35], [1.62, 0.15, -1.51], [0.59, 1.44, 1.99], [-3.88, -0.08, -1.12], [-0.15, -0.72, 0.03], [0.57, -0.43, -0.77], [-2.80, -0.66, 1.08], [0.19, -1.20, -1.81], [-0.05, 2.22, -0.31], [2.19, -0.01, 1.86]]}


{"formula": "C4H14N2O", "method": "wB97M-V/def2-TZVPD", "relative_energy_kj_mol": 239.6, "smiles": "CNCCCN.O", "e_homo_ev": -8.855, "lumo_energy_ev": 0.7, "gap_ev": 9.57, "energy_ha": -345.4849, "species": ["C", "N", "C", "C", "C", "N", "H", "H", "H", "H", "H", "H", "H", "H", "H", "H", "H", "H", "O", "H", "H"], "xyz": [[1.14061, 2.26437, 0.65852], [0.14829, 1.13063, 0.56901], [0.27865, 0.51564, -0.76968], [0.08671, -0.97738, -0.99000], [-1.34851, -1.35320, -1.19827], [-2.28254, -0.87194, -0.09764], [0.65852, 3.18228, 0.29602], [2.05066, 1.98512, 0.09997], [1.49567, 2.31589, 1.68612], [0.45684, 0.49089, 1.32859], [1.10079, 0.98811, -1.32276], [-0.51280, 0.96851, -1.48255], [0.54327, -1.03154, -1.99253], [0.72437, -1.62079, -0.37764], [-1.77917, -0.93623, -2.10304], [-1.45444, -2.43360, -1.07775], [-2.07386, 0.08880, 0.14678], [-2.09099, -1.47913, 0.69016], [0.75618, -1.24462, 2.19140], [0.55436, -1.18393, 1.25873], [1.54741, -0.79790, 2.48656]], "forces_ev_per_a": [[-0.59, -1.17, -0.01], [1.61, 0.02, 0.31], [-1.86, 1.91, -1.21], [1.35, 1.10, -1.66], [-1.71, -0.07, 2.68], [0.73, -0.66, -0.93], [0.55, -0.13, 0.21], [-0.29, 0.51, -0.21], [-0.40, 0.58, 0.18], [-0.76, 0.64, -1.13], [0.83, -0.85, 0.50], [0.36, -0.47, 1.29], [0.12, -0.61, 0.17], [-0.38, -0.17, 0.12], [0.38, -0.34, -0.39], [-0.04, -0.04, -0.97], [0.10, -0.02, 0.22], [-0.17, 0.40, 0.36], [-0.77, -0.83, 1.13], [0.65, 0.09, -0.07], [0.31, 0.11, -0.61]]}


{"formula": "C25H19BrN5O3SeV", "method": "wB97M-V/def2-TZVPD", "s2": 2.018, "multiplicity": 3, "e_homo_ev": [-6.347, -6.324], "lumo_energy_ev": [-1.7, -1.9], "gap_ev": [4.63, 4.44], "energy_ha": -7383.0789, "species": ["V", "C", "C", "N", "N", "C", "O", "C", "C", "C", "C", "C", "C", "C", "C", "C", "C", "C", "N", "H", "H", "H", "H", "H", "H", "H", "H", "H", "H", "H", "H", "Br", "C", "C", "C", "C", "C", "N", "C", "O", "O", "H", "H", "H", "Se", "C", "C", "C", "N", "C", "C", "H", "H", "H", "H"], "xyz": [[0.85152, -0.50440, 0.31392], [4.84205, -0.37220, 1.76944], [3.36658, -0.27428, 1.60635], [2.76769, -0.15650, 0.46275], [3.45590, -0.16286, -0.71626], [2.57424, -0.01508, -1.68963], [1.31967, 0.16912, -1.41528], [3.01652, -0.08867, -3.08839], [2.05262, -0.17438, -4.09079], [2.44183, -0.27901, -5.41583], [3.79094, -0.29198, -5.74109], [4.75225, -0.20529, -4.74179], [4.37070, -0.10710, -3.41568], [2.40154, -0.33291, 2.70356], [2.70958, -0.40025, 4.04993], [1.67695, -0.45826, 4.97424], [0.36393, -0.43641, 4.52921], [0.12205, -0.36818, 3.16930], [1.11363, -0.33002, 2.27329], [5.30779, -0.40421, 0.78951], [5.10229, -1.27405, 2.32636], [5.22484, 0.48954, 2.32026], [1.00702, -0.16751, -3.81494], [1.69135, -0.34966, -6.19163], [4.09574, -0.36860, -6.77670], [5.80268, -0.21346, -5.00131], [5.10605, -0.04367, -2.62578], [3.74599, -0.40277, 4.35814], [1.89347, -0.52226, 6.03206], [-0.46880, -0.48097, 5.21539], [-0.89625, -0.35620, 2.78375], [0.89414, 2.78259, 1.27499], [-0.60747, 2.04626, 0.37795], [-1.60948, 2.86216, -0.08481], [-2.64864, 2.27084, -0.80614], [-2.65764, 0.90770, -1.00145], [-1.64157, 0.15081, -0.44594], [-0.59490, 0.72476, 0.20600], [-1.45780, -1.33490, -0.60658], [-2.09974, -2.01224, -1.35855], [-0.38774, -1.74194, 0.09307], [-1.56295, 3.92620, 0.08810], [-3.43809, 2.88945, -1.21035], [-3.43909, 0.40741, -1.55410], [-3.09686, -1.19177, 1.93198], [-4.83295, -0.75531, 1.30105], [-5.23975, -1.06718, 0.00307], [-6.49057, -0.64834, -0.42620], [-7.35566, 0.02541, 0.32847], [-6.97883, 0.27708, 1.58198], [-5.75050, -0.08349, 2.11093], [-4.59537, -1.64280, -0.64912], [-6.81601, -0.86906, -1.43890], [-7.70051, 0.80559, 2.19773], [-5.49437, 0.15327, 3.13449]], "forces_ev_per_a": [[0.87, -0.65, -0.20], [-0.07, 0.00, 0.08], [0.16, -0.03, -0.66], [2.10, 0.20, 0.53], [0.32, 0.07, -0.35], [0.19, 0.07, 0.55], [0.34, -0.21, -0.91], [-0.11, 0.07, -0.13], [0.03, 0.02, 0.05], [0.00, 0.01, 0.00], [-0.03, 0.01, 0.00], [0.05, 0.01, -0.01], [-0.02, 0.00, 0.02], [-0.35, -0.03, 0.29], [0.24, 0.06, -0.25], [-0.29, 0.00, -0.02], [0.27, 0.00, 0.21], [-0.12, -0.03, -0.22], [0.26, 0.06, 1.76], [0.02, 0.01, 0.01], [0.02, 0.02, 0.03], [0.00, -0.01, 0.03], [0.00, 0.01, -0.02], [0.01, -0.01, -0.01], [0.00, -0.01, 0.00], [0.00, -0.01, 0.01], [0.01, 0.00, -0.01], [-0.01, -0.01, 0.04], [0.03, 0.02, 0.00], [-0.03, 0.00, -0.03], [0.00, 0.02, -0.03], [-0.14, 0.12, -0.11], [0.16, -0.21, 0.12], [-0.12, 0.04, -0.01], [0.14, 0.03, 0.10], [-0.12, -0.18, -0.16], [0.19, 0.19, 0.47], [-2.24, 1.71, -0.48], [-0.91, -0.17, -0.05], [0.19, 0.14, -0.02], [-1.07, -1.42, -0.71], [-0.02, 0.00, 0.00], [-0.02, -0.01, 0.00], [0.00, -0.02, 0.03], [-0.06, -0.03, 0.06], [0.34, 0.04, 0.18], [-0.15, 0.04, 0.03], [0.08, -0.05, -0.01], [-0.14, 0.02, -0.05], [0.10, -0.02, 0.07], [-0.11, 0.04, -0.18], [0.03, 0.03, -0.03], [0.00, -0.01, 0.00], [0.00, 0.00, 0.00], [-0.02, 0.04, 0.00]]}


{"formula": "C3H7NO", "method": "wB97M-V/def2-TZVPD", "relative_energy_kj_mol": 260.8, "smiles": "C=C(N)OC", "e_homo_ev": -8.495, "lumo_energy_ev": 0.9, "gap_ev": 9.44, "energy_ha": -248.4272, "species": ["C", "C", "N", "O", "C", "H", "H", "H", "H", "H", "H", "H"], "xyz": [[-1.54009, -0.88506, -0.50883], [-0.52968, -0.17857, 0.02269], [-0.66591, 1.22283, 0.10998], [0.65279, -0.79046, 0.24608], [1.85001, -0.02464, 0.25728], [-2.56758, -0.53059, -0.60587], [-1.39742, -1.94166, -0.61111], [-1.34510, 1.13345, -0.76852], [-0.98698, 1.52422, 1.06412], [1.98356, 0.55781, -0.65925], [1.87162, 0.65228, 1.11248], [2.67476, -0.73960, 0.34094]], "forces_ev_per_a": [[0.03, -0.82, 0.69], [-0.27, -0.86, -0.69], [-0.97, -0.39, -1.63], [0.05, -0.10, 0.45], [0.17, 0.19, 0.07], [0.50, 0.21, 0.08], [0.05, -0.40, -0.35], [0.96, 2.32, 3.03], [-0.11, -0.19, -1.70], [-0.17, -0.07, 0.06], [0.06, 0.02, -0.04], [-0.29, 0.09, 0.03]]}